# 1
Density functional theory data (the ωB97M-V functional and the def2-TZVPD basis) for an isolated molecule of C25H24N4O4S.

Element x y z (Å)
C -2.38 -0.18 3.17
O -1.84 -0.63 1.95
C -2.70 -0.92 0.94
C -4.08 -0.79 1.01
C -4.86 -1.11 -0.09
S -6.59 -0.70 -0.01
O -7.20 -0.92 -1.29
O -7.21 -1.26 1.15
N -6.54 0.97 0.31
C -5.49 1.71 -0.21
C -5.11 1.52 -1.53
C -4.03 2.20 -2.05
C -3.32 3.10 -1.26
C -3.72 3.32 0.05
C -4.79 2.63 0.58
C -4.31 -1.61 -1.25
C -2.94 -1.78 -1.32
C -2.12 -1.41 -0.26
N -0.76 -1.62 -0.37
C 0.11 -0.73 -0.10
C 1.51 -1.01 -0.15
C 2.16 -2.20 -0.35
C 1.60 -3.55 -0.58
N 3.49 -1.97 -0.35
N 3.74 -0.65 -0.06
C 5.04 -0.13 -0.07
C 6.07 -0.80 -0.71
C 7.35 -0.27 -0.70
C 7.63 0.93 -0.06
C 9.01 1.51 -0.06
C 6.59 1.59 0.58
C 5.31 1.08 0.58
C 2.52 0.02 0.06
O 2.40 1.21 0.27
H -1.52 -0.03 3.83
H -3.06 -0.92 3.61
H -2.91 0.77 3.05
H -4.57 -0.42 1.89
H -6.77 1.15 1.27
H -5.68 0.83 -2.14
H -3.73 2.04 -3.08
H -2.47 3.63 -1.67
H -3.18 4.02 0.66
H -5.10 2.79 1.60
H -4.96 -1.85 -2.08
H -2.47 -2.16 -2.22
H -0.13 0.31 0.14
H 1.76 -3.85 -1.62
H 0.54 -3.52 -0.39
H 2.08 -4.29 0.06
H 4.22 -2.66 -0.24
H 5.89 -1.72 -1.25
H 8.14 -0.80 -1.21
H 9.04 2.39 -0.70
H 9.74 0.79 -0.43
H 9.30 1.81 0.95
H 6.78 2.53 1.08
H 4.50 1.60 1.07

Calculated values
HOMO-LUMO gap   8.3 eV
M   476.6 g/mol
HOMO   -0.2982 hartree
Net charge   0
Lowest unoccupied orbital energy   0.14 eV
2S+1   1
Relative energy (zero: lowest compared OMol25 entry of this formula, charge and spin)   2.671 eV
Energy   -1885.2053 hartree

***

# 2
Density functional theory data (the ωB97M-V functional and the def2-TZVPD basis) for an isolated molecule of C4H8N2O at a distorted geometry.

Element x y z (Å)
N -2.18 -0.87 -0.05
C -0.96 -0.17 0.35
C 0.27 -0.62 -0.48
C 1.44 0.33 -0.35
O 2.03 0.11 0.90
C -1.01 1.30 0.15
N -0.17 2.09 -0.14
H -2.22 -1.79 0.38
H -2.98 -0.35 0.29
H -0.72 -0.29 1.42
H -0.06 -0.69 -1.53
H 0.54 -1.64 -0.15
H 0.98 1.80 -0.52
H 2.14 0.25 -1.18
H 2.90 0.54 0.90

Calculated values
HOMO-LUMO gap (spin up / spin down)   8.7 / 8.7 eV
M   100.1 g/mol
HOMO (spin up / spin down)   -0.2935 / -0.2935 hartree
Net charge   0
Lowest unoccupied orbital energy (spin up / spin down)   0.66 / 0.66 eV
2S+1   1
Relative energy (zero: lowest compared OMol25 entry of this formula, charge and spin)   4.573 eV
Energy   -341.8356 hartree

***

# 3
Density functional theory data (the ωB97M-V functional and the def2-TZVPD basis) for an isolated molecule of C4H6O2.

Element x y z (Å)
C -1.33 -0.68 -0.73
C -0.73 -0.37 0.63
O -1.37 -0.47 1.65
C 0.75 0.00 0.72
C 1.41 0.95 -0.16
O 1.01 1.32 1.14
H -0.94 -1.63 -1.09
H -2.41 -0.76 -0.62
H -1.09 0.09 -1.48
H 1.35 -0.77 1.22
H 0.86 1.43 -0.97
H 2.49 0.88 -0.31

Calculated values
HOMO-LUMO gap   10.7 eV
M   86.1 g/mol
HOMO   -0.3617 hartree
Net charge   0
Lowest unoccupied orbital energy   0.87 eV
2S+1   1
Relative energy (zero: lowest compared OMol25 entry of this formula, charge and spin)   1.934 eV
Energy   -306.4352 hartree

***

# 4
Density functional theory data (the ωB97M-V functional and the def2-TZVPD basis) for the ion FHN5 with charge +1 at a distorted geometry.

Element x y z (Å)
F 0.23 0.12 -2.28
N 0.07 0.10 -0.95
N -0.84 0.84 -0.40
N -0.80 0.56 0.85
N 0.17 -0.33 1.02
N 0.74 -0.68 -0.15
H 0.42 -0.61 1.92

Calculated values
HOMO-LUMO gap   12.6 eV
M   90.0 g/mol
HOMO   -0.7135 hartree
Net charge   +1
Lowest unoccupied orbital energy   -6.80 eV
2S+1   1
Relative energy (zero: lowest compared OMol25 entry of this formula, charge and spin)   0.000 eV
Energy   -373.7619 hartree